[1]
Entry from the Open Molecules 2025 dataset: a 7-piece molecular cluster, C21H56O7 overall (wB97M-V/def2-TZVPD).

XYZ file:
```
84
Properties=species:S:1:pos:R:3:mulliken_charge:R:1
C -2.8027 4.2028 0.5383 -1.470
C -3.4428 3.2804 -0.4644 1.472
C -4.8771 2.8686 -0.1398 -1.097
O -3.4403 4.0060 -1.7064 -0.624
H -3.4815 4.9636 0.9334 0.366
H -1.9740 4.7481 0.0860 0.381
H -2.3995 3.6854 1.4123 0.297
H -2.8172 2.3882 -0.6012 -0.419
H -5.4172 3.7224 0.2733 0.389
H -4.9373 2.0506 0.5802 0.002
H -5.3766 2.5664 -1.0609 0.366
H -3.9028 3.5227 -2.3974 0.340
C 1.1504 -4.4261 -1.4476 -1.110
C 1.9637 -4.2161 -0.1755 0.285
C 3.2222 -3.4144 -0.4782 -0.974
O 1.1909 -3.5095 0.7902 -0.592
H 0.3483 -5.1559 -1.3444 0.277
H 1.8018 -4.8269 -2.2368 0.404
H 0.8090 -3.4616 -1.8277 0.144
H 2.2275 -5.1546 0.3099 0.412
H 2.9694 -2.4147 -0.8333 0.099
H 3.8571 -3.8939 -1.2303 0.386
H 3.8297 -3.3396 0.4267 0.366
H 0.9317 -2.6622 0.4030 0.528
C 4.5442 0.5290 -1.6916 -1.030
C 5.9904 0.1377 -1.8516 0.417
C 6.1581 -1.3541 -1.6856 -1.391
O 6.4054 0.5581 -3.1592 -0.570
H 4.3412 1.5764 -1.9149 0.434
H 4.2412 0.3491 -0.6556 0.181
H 3.9010 -0.0880 -2.3229 0.334
H 6.5803 0.6734 -1.0998 0.218
H 5.7288 -1.6908 -0.7385 0.262
H 7.2159 -1.6318 -1.6729 0.444
H 5.6340 -1.9028 -2.4690 0.397
H 7.1196 -0.0163 -3.4461 0.322
C 0.9215 0.9786 -1.5286 -1.288
C 0.8200 0.3104 -0.1825 1.396
C -0.1867 1.0000 0.7189 -1.530
O 0.5884 -1.0703 -0.3277 -0.291
H 1.0640 2.0610 -1.4711 0.449
H 0.0227 0.8131 -2.1272 0.203
H 1.7990 0.6061 -2.0651 0.128
H 1.7633 0.4393 0.3607 -0.266
H -0.1069 0.6135 1.7423 0.335
H -1.2189 0.8123 0.4178 -0.119
H 0.0516 2.0585 0.8302 0.550
H -0.3351 -1.2583 -0.5557 0.299
C -5.3335 -1.5302 3.3446 -1.590
C -4.9415 -0.6155 2.2165 0.778
C -3.5424 -0.0515 2.3302 -1.313
O -5.0619 -1.3389 0.9660 -0.591
H -6.2489 -2.0523 3.0400 0.392
H -5.6061 -0.9613 4.2343 0.397
H -4.6312 -2.3422 3.5373 0.297
H -5.7141 0.1580 2.1768 0.294
H -2.8332 -0.8566 2.5512 0.344
H -3.4285 0.6857 3.1256 0.499
H -3.2322 0.3912 1.3827 0.199
H -4.1692 -1.4501 0.6248 0.267
C 2.1629 2.1953 3.4133 -0.994
C 3.1319 3.1466 2.7978 0.554
C 4.0138 2.4397 1.8025 -1.130
O 2.3718 4.1820 2.1598 -0.549
H 1.4358 2.6926 4.0578 0.360
H 2.6842 1.4977 4.0716 0.419
H 1.6169 1.6631 2.6372 -0.085
H 3.7646 3.5855 3.5813 0.220
H 4.6343 1.6794 2.2950 0.390
H 4.7521 3.1135 1.3562 0.452
H 3.4667 1.9101 1.0220 0.098
H 2.9869 4.7259 1.6585 0.320
C -3.4155 -0.6865 -2.3235 -1.213
C -3.1337 -1.9327 -1.5309 0.650
C -2.5250 -3.0185 -2.3854 -1.553
O -2.1929 -1.5421 -0.4815 -0.696
H -4.0687 -0.9566 -3.1604 0.474
H -2.5156 -0.3268 -2.8311 0.298
H -3.8665 0.1117 -1.7390 0.084
H -4.0334 -2.2718 -1.0191 0.441
H -2.3618 -3.9312 -1.8033 0.397
H -1.5496 -2.7086 -2.7639 0.295
H -3.1740 -3.2821 -3.2202 0.468
H -1.9187 -2.3565 -0.0386 0.213
```

SMILES: CC(C)O.CC(C)O.CC(C)O.CC(C)O.CC(C)O.CC(C)O.CC(C)O
Relative energy (zero: lowest compared OMol25 entry of this formula, charge and spin) (kJ/mol): 78.1
Molecular weight (u): 420.672
E_HOMO (eV): -9.72

[2]
Entry from the Open Molecules 2025 dataset: C36H33AuFN5O5S3 as an isolated structure (wB97M-V/def2-TZVPD).

XYZ file:
```
84
Properties=species:S:1:pos:R:3:mulliken_charge:R:1
Au 0.1352 -0.3301 -0.3364 1.097
F 0.5550 1.3884 6.4631 -0.361
C -0.0658 0.2793 5.9968 0.264
C -0.1422 0.1487 4.6419 -0.924
C -0.7843 -0.9446 4.0570 1.126
C -0.8499 -1.0157 2.6061 1.647
O -0.3350 -0.0927 1.9467 -0.347
C -1.5102 -2.1680 2.0896 -0.599
C -2.0500 -3.0749 2.9596 -0.585
N -2.0369 -2.9607 4.3007 0.221
C -2.7328 -3.9323 5.1041 -0.424
C -4.1079 -4.3815 4.7086 -0.949
C -3.9328 -3.4824 5.8899 -0.421
C -1.3763 -1.9058 4.8910 -0.554
C -1.2728 -1.7556 6.2812 -0.957
C -0.6197 -0.6772 6.8792 -0.166
N -0.5433 -0.5269 8.2503 0.230
C -0.8564 -1.5620 9.1986 -0.716
C -1.9499 -1.0449 10.1429 -0.672
N -1.5785 0.3188 10.6622 -0.029
C -0.1570 0.6527 10.3773 -1.073
C 0.0487 0.6572 8.8648 -0.566
C -1.7294 -2.4173 0.5890 0.268
O -2.1326 -3.5185 0.2797 -0.625
O -1.5619 -1.4300 -0.2030 -0.465
H 0.2935 0.9003 4.0043 0.815
H -2.5336 -3.9509 2.5489 0.793
H -2.0747 -4.6756 5.5428 0.434
H -4.3581 -5.4139 4.8905 0.269
H -4.5610 -3.9712 3.8208 0.340
H -4.0847 -3.8828 6.8793 0.306
H -4.2371 -2.4542 5.7765 0.235
H -1.7298 -2.5096 6.8972 0.491
H 0.0397 -1.8524 9.7591 0.277
H -1.2147 -2.4630 8.7057 0.352
H -2.0815 -1.7370 10.9742 0.407
H -2.8908 -0.9622 9.5964 0.374
H -1.7629 0.3793 11.6701 0.379
H -2.1606 1.0284 10.1996 0.400
H 0.4856 -0.0707 10.8808 0.402
H 0.0781 1.6449 10.7683 0.440
H 1.1246 0.7305 8.6581 0.419
H -0.4302 1.5513 8.4521 0.485
O 1.9090 0.5570 -0.6255 -1.036
C 2.8134 0.5038 0.4104 4.654
C 2.5874 -0.6715 1.3241 -1.156
C 2.2829 -1.9531 0.9562 -0.398
C 2.1951 -2.8267 2.0639 -0.998
C 2.4528 -2.2015 3.2416 -0.589
S 2.7755 -0.5245 3.0285 0.007
C 4.2151 0.4439 -0.1345 -1.605
C 5.3382 -0.1194 0.4127 -0.183
C 6.4641 0.0418 -0.4067 -0.750
C 6.1791 0.7248 -1.5650 -0.533
S 4.5394 1.1726 -1.6794 -0.081
C 2.6462 1.8216 1.1651 -0.324
C 1.4578 2.3707 1.5788 -0.606
C 1.6303 3.6150 2.1997 -1.200
C 2.9346 4.0256 2.2090 -0.529
S 3.9766 2.8880 1.4812 -0.130
H 2.1836 -2.2726 -0.0662 0.856
H 1.9665 -3.8726 1.9772 0.530
H 2.4957 -2.6180 4.2279 0.591
H 5.3632 -0.6411 1.3527 0.508
H 7.4413 -0.3317 -0.1582 0.450
H 6.8623 0.9655 -2.3573 0.494
H 0.5096 1.8785 1.4782 0.783
H 0.8298 4.1961 2.6223 0.507
H 3.3243 4.9406 2.6096 0.494
N -0.7875 6.2747 -1.4766 -0.404
C -0.2246 5.1239 -1.0633 0.460
O 0.8199 5.0819 -0.4483 -0.537
C -0.9981 3.8640 -1.3476 0.490
C -2.3684 3.8168 -1.5894 -0.500
C -2.9781 2.5835 -1.7647 -0.779
C -2.2160 1.4337 -1.6234 -0.483
N -0.9186 1.4911 -1.3599 -0.362
C -0.3093 2.6562 -1.2601 -0.197
H -0.2781 7.1278 -1.3024 0.259
H -1.5748 6.3127 -2.0996 0.163
H -2.9623 4.7198 -1.6191 0.393
H -4.0315 2.5145 -1.9952 0.430
H -2.6424 0.4450 -1.7057 0.529
H 0.7579 2.6455 -1.0862 0.744
```

Net charge: +2
Relative energy (zero: lowest compared OMol25 entry of this formula, charge and spin) (kJ/mol): 217.0
Molecular weight (u): 927.856
E_HOMO (eV): -12.03

[3]
Entry from the Open Molecules 2025 dataset: a 2-piece molecular cluster, CH3Cl2OP overall (wB97M-V/def2-TZVPD).

XYZ file:
```
8
Properties=species:S:1:pos:R:3:mulliken_charge:R:1
C 0.0799 0.7970 0.3052 -0.115
O -0.3397 -0.3636 0.7282 -0.095
P 0.2700 -1.4233 1.7982 -0.057
Cl 1.4338 1.5131 1.0224 -0.158
Cl 0.7654 0.2021 -2.9531 -0.248
H -0.8083 1.3700 0.0737 0.392
H -0.4899 0.2578 -2.5801 0.250
H -0.9112 -2.3530 1.6054 0.031
```

Relative energy (zero: lowest compared OMol25 entry of this formula, charge and spin) (kJ/mol): 493.6
Molecular weight (u): 132.914
E_HOMO (alpha / beta) (eV): -8.07 / -8.16

Q: Number 2 is which compound?
A: C36H33AuFN5O5S3

Q: The lowest relative energy (zero: lowest compared OMol25 entry of this formula, charge and spin) belongs to which entry?
A: C21H56O7

Q: Among the records above, which one has the highest molecular weight?
A: C36H33AuFN5O5S3

Q: Among the records above, which one has the highest relative energy (zero: lowest compared OMol25 entry of this formula, charge and spin)?
A: CH3Cl2OP